Record 1
14
Properties=species:S:1:pos:R:3:forces:R:3 method="wB97M-V/def2-TZVPD" total_charge=-1
C 0.87672 -1.10815 1.18142 -1.62 0.73 -0.64
C -0.49254 -0.83378 1.26917 -0.89 -0.66 1.24
C 3.34495 0.92700 1.06384 -0.89 -2.66 1.12
C -1.39147 -0.36328 0.19947 2.13 2.04 -0.46
C 0.60155 0.55141 -0.66528 -1.80 -0.86 -0.08
C 1.37134 -0.06912 0.44252 1.11 0.92 -0.24
O 3.80717 0.13914 1.81235 0.16 -0.97 0.62
O 3.44291 1.94606 0.53206 -0.18 3.09 -1.97
O -0.73063 -0.03544 -1.05932 1.56 -0.25 0.38
H 1.38324 -1.58537 2.01057 0.36 -0.10 -0.17
H -2.08916 -1.09810 -0.03201 -1.18 -1.79 -0.28
H -2.03405 0.51525 0.45197 0.62 -0.26 0.45
H 0.32003 1.55795 -0.45105 0.23 1.13 0.68
H 1.18732 0.63647 -1.55835 0.38 -0.37 -0.66

***

Record 2
47
Properties=species:S:1:pos:R:3:forces:R:3 method="wB97M-V/def2-TZVPD" s_squared=6.02 total_charge=+3 multiplicity=5
Os -0.32888 0.85155 -0.28715 -0.11 -0.12 0.00
C -1.51925 3.15203 -3.54904 -0.01 0.02 -0.14
C -1.36631 2.99399 -2.19973 0.09 -0.19 0.11
N -0.78891 1.77560 -1.95769 -0.13 0.21 -0.19
N -0.57572 1.17554 -3.16155 0.03 -0.20 0.22
C -1.00925 1.97809 -4.12296 -0.03 0.05 -0.05
B 0.02785 -0.26261 -3.13413 0.01 0.16 -0.06
N -0.95770 -1.14869 -2.33482 -0.13 -0.07 -0.06
C -1.65566 -2.20606 -2.75773 0.12 0.08 -0.04
C -2.58042 -2.56435 -1.78444 -0.07 -0.05 0.05
C -2.39622 -1.65238 -0.76938 -0.04 0.03 -0.02
N -1.40439 -0.79169 -1.09229 0.01 0.09 0.19
N 1.38132 -0.11216 -2.37166 -0.15 0.01 0.04
C 2.61769 -0.32527 -2.79461 0.08 -0.02 0.01
C 3.52542 0.13409 -1.83032 0.05 -0.04 -0.13
C 2.75034 0.63677 -0.82363 -0.17 0.05 0.05
N 1.42915 0.47116 -1.13394 0.54 0.04 0.10
H -1.93775 3.99830 -4.06679 0.00 0.00 0.00
H -1.62075 3.66580 -1.39471 0.00 0.00 0.01
H -0.94143 1.68429 -5.15952 0.00 0.01 0.00
H 0.21697 -0.69284 -4.22404 -0.04 0.01 0.04
H -1.46304 -2.63867 -3.72724 0.01 -0.01 0.01
H -3.29573 -3.36782 -1.82515 0.00 0.00 -0.02
H -2.95313 -1.54967 0.14920 0.04 0.01 0.01
H 2.79782 -0.78394 -3.75496 0.00 0.00 0.00
H 4.60052 0.11547 -1.88667 0.00 0.01 -0.02
H 3.05769 1.14625 0.07461 -0.04 -0.02 0.01
C -0.19019 -1.37287 1.98469 0.01 0.03 0.01
C 0.00704 -1.82228 3.50177 0.02 0.05 -0.04
N 0.34192 -0.60048 4.17295 0.03 -0.02 0.09
C -0.71233 0.37086 4.23152 0.03 -0.03 -0.05
C -0.87200 0.83137 2.71435 -0.02 -0.03 -0.03
N 0.07780 0.08349 1.84468 -0.10 -0.09 0.02
C 1.46191 0.35959 2.30819 -0.01 0.06 -0.04
C 1.62963 -0.06992 3.83397 -0.06 -0.01 -0.03
H -1.21451 -1.57407 1.68787 -0.01 -0.02 -0.03
H 0.48569 -1.92903 1.33830 0.01 0.00 0.01
H 0.81880 -2.54003 3.59517 0.00 0.00 0.00
H -0.91425 -2.23738 3.90424 0.00 0.00 0.00
H -0.42288 1.20788 4.86297 0.00 0.01 0.00
H -1.62833 -0.08329 4.60228 0.00 -0.01 0.00
H -0.66650 1.89809 2.63726 0.00 0.00 0.00
H -1.89269 0.62711 2.39009 0.00 0.02 -0.01
H 1.66113 1.42636 2.21529 0.04 -0.01 -0.02
H 2.15938 -0.20841 1.69850 -0.01 0.00 -0.01
H 1.86747 0.78822 4.45834 -0.01 0.01 0.00
H 2.39266 -0.83801 3.93794 0.01 0.01 0.00

***

Record 3
26
Properties=species:S:1:pos:R:3:forces:R:3 method="wB97M-V/def2-TZVPD" smiles="C[N+](=O)[O-].C[N+](=O)[O-].C[N+](=O)[O-].ClC(Cl)(Cl)Cl" total_charge=0
C -1.13374 0.01950 -0.05358 -0.42 0.09 0.37
Cl -2.37889 1.26180 -0.23615 0.05 0.17 -0.30
Cl -1.98538 -1.53331 -0.20468 0.26 0.18 -0.33
Cl 0.09209 0.24308 -1.34629 -0.47 -0.25 1.12
Cl -0.53798 0.18366 1.65094 0.30 -0.16 -1.09
C -2.16510 4.22043 0.86851 -0.19 -0.09 1.72
N -2.54434 5.56361 1.34139 1.39 1.20 0.38
O -3.59035 5.98221 0.92915 -0.82 0.60 0.03
O -1.73669 6.19153 2.03804 -1.04 -0.79 -0.68
H -1.56428 3.84983 1.69904 0.63 -0.23 -0.67
H -1.67110 4.37897 -0.09010 -0.15 -0.55 0.17
H -3.09438 3.65414 0.93054 0.17 0.03 -0.89
C 3.17471 -1.67574 -2.77154 0.51 0.53 0.79
N 4.20769 -0.53026 -3.02043 -2.02 0.24 -0.35
O 4.99182 -0.66410 -3.91068 0.87 -0.88 -0.81
O 4.11248 0.48951 -2.36986 -0.36 -0.38 0.69
H 2.86369 -2.23251 -3.65549 0.79 0.32 -0.18
H 2.26982 -1.28742 -2.30411 0.42 0.37 0.06
H 3.70324 -2.29132 -2.04366 -0.22 -0.25 -0.18
C -0.81247 -3.59274 2.31575 -0.16 -0.31 0.72
N 0.07881 -3.76690 1.15499 0.59 -2.98 -2.19
O 0.23260 -4.94806 0.72370 -0.51 2.20 1.47
O 0.55372 -2.83159 0.56370 0.11 0.72 0.71
H -0.31138 -3.09919 3.14847 0.27 0.13 -0.35
H -1.08915 -4.59892 2.63064 -0.14 0.25 -0.16
H -1.66551 -2.98611 2.01176 0.15 -0.16 -0.06

***

Record 4
22
Properties=species:S:1:pos:R:3:forces:R:3 method="wB97M-V/def2-TZVPD" smiles=C[Si](C)(C)[C@H](CBr)P(Br)Br total_charge=0
C -0.11487 -1.80778 -0.55435 -0.20 -1.70 0.53
C -0.37446 -0.70141 2.36635 -1.45 -1.72 -1.44
C -1.79275 0.69694 -0.33251 -0.18 2.45 0.35
C 1.55688 1.66202 -0.80459 0.81 -0.77 0.10
C 1.37180 0.67698 0.40795 0.89 -0.61 -2.74
Si -0.31114 -0.27858 0.47762 -0.43 0.32 -0.87
P 2.92875 -0.89882 0.18948 -2.03 1.19 1.10
Br 0.85397 3.42042 -0.41589 -0.31 0.13 0.06
Br 4.54469 0.24745 1.08931 0.54 0.43 0.43
Br 3.69404 -0.95662 -1.88025 -0.36 0.29 -0.41
H -0.98543 -2.25218 -1.10018 0.51 0.69 0.60
H 0.74053 -1.91276 -1.21885 0.09 0.33 -0.11
H 0.10589 -2.49569 0.29551 -0.07 -0.23 -0.72
H 0.31777 -1.53022 2.65921 -0.08 1.30 -0.10
H -0.29740 0.26633 2.73735 1.47 1.70 1.35
H -1.33464 -0.93493 2.85074 -0.12 -0.53 -0.76
H -2.57969 0.15803 -0.95521 1.28 0.38 0.94
H -2.31699 1.20465 0.53887 0.18 -0.65 -0.91
H -1.46449 1.67355 -0.92988 -0.37 -2.27 0.98
H 2.56320 1.89278 -1.20122 0.04 -0.34 1.13
H 1.13256 1.29269 -1.71849 -1.02 -0.18 -0.25
H 1.49093 1.27426 1.29279 0.79 -0.21 0.73

***

For the records above, the corresponding electronic energy values read -457.22477, -1137.27548, -2613.95076, -8550.60607 Ha.
For the records above, the corresponding relative energy (zero: lowest compared OMol25 entry of this formula, charge and spin) values read 4.850, 0.114, 0.595, 1.072 eV.